Molecular formula: C20H60BCaF4O10
Method: DFT, the ωB97M-V functional and the def2-TZVPD basis

As for the net charge: +2. The value obtained for the electronic energy is -72164.0195 eV. As for the multiplicity: 2. The expectation value of S² is 0.755. The orbital gap (spin up / spin down) is 0.314 / 0.101 hartree.

Each line ends with the Mulliken charge.
Positions of all 96 atoms, in Å:
Ca  -2.37  0.37  0.72  1.115
B  0.56  0.05  0.66  0.807
F  1.58  0.43  -0.15  -0.329
F  0.94  -0.59  1.79  0.234
F  -0.16  1.21  1.01  -0.609
F  -0.36  -0.74  0.00  -0.253
C  3.46  2.35  1.94  -0.794
C  2.13  3.13  1.93  0.459
O  2.19  4.49  2.31  -0.584
H  3.21  1.35  1.58  -0.042
H  3.85  2.24  2.95  0.361
H  4.11  2.88  1.24  0.328
H  1.33  2.67  2.51  0.122
H  1.85  3.19  0.87  -0.187
H  1.45  4.89  1.86  0.324
C  0.96  -1.07  -3.36  0.146
C  -0.23  -1.75  -4.07  -0.701
O  -1.00  -2.39  -3.10  -0.453
H  1.58  -1.83  -2.89  -0.116
H  0.68  -0.33  -2.61  -0.290
H  1.58  -0.51  -4.07  0.180
H  0.06  -2.46  -4.84  0.533
H  -0.81  -0.99  -4.58  0.224
H  -1.46  -3.13  -3.48  0.282
C  -2.78  -0.67  4.55  -0.943
C  -3.17  0.56  3.77  -0.432
O  -2.12  1.04  2.89  -0.265
H  -2.64  -1.50  3.86  0.024
H  -3.44  -0.97  5.37  0.426
H  -1.80  -0.50  5.00  0.344
H  -3.41  1.41  4.40  0.440
H  -4.13  0.34  3.29  0.403
H  -1.44  1.35  3.48  0.141
C  -4.37  -1.07  -2.53  -1.078
C  -3.48  0.23  -2.43  -0.222
O  -2.30  -0.07  -1.67  1.126
H  -4.60  -1.32  -1.49  0.221
H  -3.77  -1.90  -2.89  0.233
H  -5.31  -0.95  -3.06  0.434
H  -4.01  1.05  -1.93  0.273
H  -3.21  0.53  -3.44  0.230
H  -1.87  -0.79  -2.13  -0.691
C  -4.45  3.93  -0.08  -1.134
C  -3.14  3.69  0.73  -0.209
O  -2.34  2.67  0.16  0.154
H  -5.09  3.05  -0.08  0.257
H  -4.27  4.11  -1.14  0.248
H  -5.08  4.66  0.43  0.434
H  -3.41  3.34  1.72  0.318
H  -2.62  4.65  0.72  0.301
H  -2.24  2.89  -0.77  -0.217
C  4.40  0.86  -2.44  -0.592
C  4.29  0.73  -3.98  -0.413
O  3.35  1.72  -4.43  -0.551
H  3.55  0.51  -1.86  -0.322
H  4.42  1.90  -2.11  0.347
H  5.24  0.31  -2.02  0.461
H  3.97  -0.27  -4.28  0.318
H  5.25  0.98  -4.42  0.344
H  2.71  1.24  -4.97  0.328
C  3.52  -3.87  0.17  -1.538
C  2.49  -2.84  -0.29  0.875
O  3.16  -1.63  -0.45  -0.164
H  4.36  -3.91  -0.52  0.430
H  3.15  -4.89  0.22  0.413
H  3.98  -3.55  1.11  0.346
H  1.71  -2.83  0.47  -0.129
H  2.07  -3.20  -1.23  0.260
H  2.53  -0.91  -0.38  0.061
C  0.07  2.47  -2.36  -0.149
C  -1.07  2.89  -3.35  -0.667
O  -2.19  3.13  -2.54  -0.533
H  -0.17  1.54  -1.85  -0.469
H  0.19  3.29  -1.64  0.308
H  1.01  2.32  -2.88  0.417
H  -1.25  2.12  -4.10  0.276
H  -0.84  3.80  -3.90  0.432
H  -2.92  3.23  -3.16  0.256
C  -1.37  -3.93  0.42  -1.034
C  -1.68  -3.00  1.62  -0.340
O  -2.55  -1.96  1.26  -0.413
H  -0.82  -3.35  -0.32  -0.030
H  -2.30  -4.31  0.00  0.421
H  -0.86  -4.82  0.79  0.429
H  -0.78  -2.57  2.06  0.142
H  -2.12  -3.58  2.43  0.603
H  -3.38  -2.40  1.06  0.188
C  2.97  -2.56  5.62  -1.249
C  2.70  -1.58  4.45  -0.056
O  1.87  -2.31  3.61  -0.499
H  2.10  -2.56  6.27  0.306
H  3.84  -2.16  6.15  0.376
H  3.12  -3.54  5.16  0.318
H  3.62  -1.30  3.96  0.284
H  2.28  -0.66  4.86  0.262
H  1.72  -1.77  2.83  0.378